# 1
{"formula": "C3H10N2S", "method": "the ωB97M-V functional and the def2-TZVPD basis", "homo_energy_ev": -8.50, "total_energy_ev": -17088.1841, "orbital_gap_ev": 9.39, "e_lumo_ev": 0.89, "largest_force_ha_per_bohr": 0.0160, "symbols": ["H", "N", "C", "N", "H", "H", "H", "C", "C", "S", "H", "H", "H", "H", "H", "H"], "coordinates": [[-1.006, -2.276, 1.101], [-0.521, -1.989, 0.260], [0.659, -2.455, 0.246], [1.544, -2.294, -0.774], [1.040, -3.083, 1.038], [1.196, -1.847, -1.605], [2.358, -2.870, -0.851], [-1.042, 1.969, 0.916], [-0.346, 2.349, -0.394], [-0.244, 0.954, -1.572], [-0.380, 1.977, 1.779], [-1.503, 0.999, 0.797], [-1.809, 2.713, 1.141], [0.648, 2.778, -0.281], [-0.885, 3.090, -0.972], [0.291, -0.015, -0.830]], "forces_ev_per_a": [[0.046, 0.092, 0.084], [0.047, 0.204, -0.316], [-0.159, -0.765, 0.146], [-0.308, 0.512, -0.149], [0.316, -0.176, 0.366], [0.121, -0.079, -0.150], [0.027, -0.031, 0.086], [-0.065, 0.808, -0.134], [0.547, -0.526, -0.176], [-0.097, 0.368, -0.623], [0.219, -0.236, -0.114], [-0.172, -0.200, 0.206], [-0.127, -0.148, 0.011], [0.029, -0.123, 0.317], [-0.366, 0.080, 0.000], [-0.056, 0.221, 0.446]]}

# 2
{"formula": "C5H7Cl2P", "method": "the ωB97M-V functional and the def2-TZVPD basis", "homo_energy_ev": [-8.15, -8.57], "total_energy_ev": -39629.3931, "orbital_gap_ev": [7.44, 7.82], "e_lumo_ev": [-0.70, -0.75], "largest_force_ha_per_bohr": 0.0728, "symbols": ["C", "C", "C", "C", "C", "P", "Cl", "Cl", "H", "H", "H", "H", "H", "H", "H"], "coordinates": [[0.386, -0.691, -0.080], [-0.731, -1.372, 0.097], [0.259, 0.869, 0.053], [-0.722, 1.298, 1.146], [1.586, -1.157, -0.778], [-2.488, 0.686, 0.870], [-1.066, -2.961, 0.001], [-2.903, 1.437, -0.997], [1.289, 1.237, 0.431], [0.134, 1.358, -0.955], [-0.381, 0.868, 2.043], [-0.889, 2.464, 1.220], [2.582, -1.076, -0.278], [1.588, -0.740, -1.806], [1.356, -2.219, -0.966]], "forces_ev_per_a": [[-1.644, 2.781, -0.067], [-0.513, 2.911, 1.072], [2.183, 0.256, 0.487], [-2.063, 2.222, -2.197], [0.529, -1.806, -0.976], [2.127, -1.748, -0.273], [-0.481, -1.745, -0.193], [0.179, 0.047, 0.084], [-1.321, -0.471, -0.739], [-0.203, -0.565, 1.001], [0.156, -0.281, 1.457], [0.845, -2.113, -0.035], [-0.927, 0.230, -0.330], [0.378, 0.213, 0.636], [0.756, 0.067, 0.074]]}

# 3
{"formula": "C24H29Cl3CsN5O8S", "method": "the ωB97M-V functional and the def2-TZVPD basis", "homo_energy_ev": -3.50, "total_energy_ev": -98145.2790, "orbital_gap_ev": 7.40, "e_lumo_ev": 3.90, "largest_force_ha_per_bohr": 0.0114, "charge": -2, "symbols": ["Cs", "O", "C", "O", "C", "C", "C", "C", "C", "N", "C", "O", "O", "H", "H", "H", "C", "C", "C", "O", "C", "H", "H", "H", "H", "H", "H", "H", "H", "C", "N", "C", "C", "S", "N", "C", "C", "H", "H", "H", "H", "H", "H", "H", "H", "H", "H", "H", "H", "N", "C", "O", "C", "C", "C", "N", "C", "C", "H", "H", "H", "H", "H", "H", "Cl", "C", "Cl", "Cl", "C", "O", "O"], "coordinates": [[0.852, 0.496, -0.946], [-2.251, 1.539, 3.201], [-1.814, 1.235, 2.066], [-0.710, 0.718, 1.791], [-2.734, 1.557, 0.873], [-4.009, 2.063, 1.104], [-4.827, 2.317, 0.014], [-4.338, 2.070, -1.261], [-3.032, 1.621, -1.396], [-2.241, 1.368, -0.348], [-2.416, 1.367, -2.795], [-3.205, 0.991, -3.682], [-1.175, 1.540, -2.883], [-4.314, 2.225, 2.128], [-5.832, 2.697, 0.159], [-4.927, 2.210, -2.158], [-1.801, -2.173, 2.883], [-0.271, -2.208, 3.100], [0.261, -2.464, 1.691], [-0.759, -3.214, 1.038], [-1.960, -2.535, 1.399], [-2.208, -1.187, 3.101], [-2.302, -2.904, 3.521], [0.010, -3.025, 3.768], [0.110, -1.271, 3.501], [1.191, -3.029, 1.640], [0.379, -1.499, 1.193], [-2.796, -3.202, 1.187], [-2.063, -1.627, 0.793], [0.861, 1.584, 4.683], [1.501, 2.299, 3.589], [0.645, 3.306, 2.975], [2.701, 1.948, 3.101], [3.568, 0.595, 3.595], [3.217, 2.817, 2.140], [3.455, 4.187, 2.566], [4.271, 2.355, 1.252], [0.714, 2.273, 5.522], [1.495, 0.759, 4.989], [-0.114, 1.228, 4.343], [-0.381, 2.950, 3.036], [0.927, 3.452, 1.937], [0.710, 4.265, 3.503], [2.723, 4.516, 3.297], [3.410, 4.859, 1.707], [4.455, 4.272, 3.017], [4.091, 1.344, 0.905], [5.259, 2.395, 1.728], [4.276, 2.997, 0.370], [-2.956, -3.897, -6.354], [-2.448, -4.472, -5.230], [-2.619, -5.655, -4.991], [-1.662, -3.569, -4.325], [-0.913, -4.143, -3.305], [-0.198, -3.312, -2.457], [-0.177, -1.986, -2.579], [-0.891, -1.437, -3.564], [-1.657, -2.186, -4.446], [-3.504, -4.472, -6.966], [-2.800, -2.933, -6.576], [-0.912, -5.216, -3.175], [0.372, -3.721, -1.631], [-0.895, -0.352, -3.630], [-2.260, -1.647, -5.165], [6.885, -0.542, -2.103], [5.407, -0.110, -3.019], [5.249, -1.227, -4.391], [5.624, 1.535, -3.671], [4.164, -0.220, -2.002], [3.753, -1.372, -1.867], [3.837, 0.858, -1.491]], "forces_ev_per_a": [[-0.097, 0.108, 0.183], [-0.013, -0.010, -0.020], [-0.009, -0.003, -0.094], [0.134, -0.031, 0.032], [0.187, 0.070, 0.199], [-0.052, -0.083, -0.095], [0.062, -0.011, -0.030], [-0.073, 0.024, 0.051], [0.498, -0.184, -0.254], [-0.337, 0.064, -0.117], [-0.027, 0.083, 0.228], [-0.078, 0.023, -0.051], [-0.116, 0.057, -0.008], [-0.023, 0.001, -0.004], [-0.004, -0.001, -0.023], [-0.020, 0.008, 0.021], [0.041, 0.027, 0.029], [-0.019, -0.064, -0.003], [-0.030, 0.064, 0.060], [-0.046, -0.011, -0.021], [0.017, -0.007, -0.028], [-0.019, 0.000, -0.002], [-0.008, -0.010, -0.016], [0.006, 0.007, 0.010], [-0.005, 0.009, -0.024], [-0.001, 0.003, 0.017], [0.096, -0.016, -0.022], [-0.004, -0.007, 0.010], [0.003, 0.006, 0.013], [-0.005, 0.066, -0.041], [0.013, -0.012, -0.012], [-0.002, -0.032, 0.044], [0.110, 0.080, 0.019], [-0.020, -0.028, -0.019], [-0.060, 0.064, 0.011], [-0.024, -0.001, -0.005], [0.068, -0.027, -0.052], [0.002, -0.023, 0.018], [-0.022, -0.003, 0.026], [0.025, -0.024, -0.008], [-0.010, 0.002, -0.024], [-0.024, -0.006, -0.029], [-0.004, -0.017, 0.010], [0.046, -0.023, -0.003], [0.001, -0.011, -0.011], [0.003, 0.007, -0.001], [-0.069, -0.025, 0.049], [-0.033, -0.033, 0.061], [-0.003, 0.025, 0.022], [0.025, -0.008, 0.025], [0.012, -0.020, -0.004], [-0.003, 0.004, -0.006], [0.007, -0.002, 0.015], [-0.028, 0.057, -0.011], [-0.020, -0.031, 0.011], [-0.087, -0.026, -0.156], [-0.041, -0.030, 0.099], [0.003, -0.075, 0.005], [-0.005, 0.003, -0.006], [-0.021, 0.005, -0.008], [0.001, -0.004, -0.003], [0.005, -0.013, -0.006], [0.054, -0.038, -0.004], [0.006, 0.025, 0.013], [-0.021, -0.001, 0.003], [0.102, 0.121, -0.026], [-0.023, -0.024, 0.012], [-0.012, -0.051, 0.029], [0.051, -0.138, -0.095], [-0.078, 0.151, 0.051], [0.016, -0.003, -0.035]]}

# 4
{"formula": "C3H3FO", "method": "the ωB97M-V functional and the def2-TZVPD basis", "homo_energy_ev": [-8.61, -8.94], "total_energy_ev": -7918.6113, "orbital_gap_ev": [7.11, 7.74], "e_lumo_ev": [-1.51, -1.20], "largest_force_ha_per_bohr": 0.0685, "symbols": ["H", "C", "C", "O", "C", "H", "H", "F"], "coordinates": [[-0.645, -0.385, -1.064], [-0.549, -0.716, 0.527], [0.461, 0.260, 0.352], [1.147, 1.205, -1.780], [0.410, 0.673, -1.015], [-0.197, -1.737, 0.352], [-1.182, -0.593, 1.411], [0.555, 1.293, 1.217]], "forces_ev_per_a": [[0.842, 1.457, -1.038], [0.967, -0.863, 1.830], [-1.673, 2.286, 1.129], [-0.864, 0.519, 0.321], [0.768, -2.732, -2.091], [-0.630, 0.038, -0.401], [-0.027, -0.155, -0.208], [0.618, -0.550, 0.457]]}

# 5
{"formula": "C4H6O2", "method": "the ωB97M-V functional and the def2-TZVPD basis", "homo_energy_ev": -8.63, "total_energy_ev": -8337.8382, "orbital_gap_ev": 9.32, "e_lumo_ev": 0.69, "largest_force_ha_per_bohr": 0.0865, "symbols": ["C", "C", "C", "C", "O", "O", "H", "H", "H", "H", "H", "H"], "coordinates": [[-1.649, -0.781, -0.855], [-0.917, -0.549, 0.221], [0.878, -0.547, 0.215], [0.877, 0.883, 0.449], [-0.230, 1.431, 0.600], [1.965, 1.585, 0.132], [-1.300, -0.589, -1.862], [-2.610, -1.262, -0.750], [-1.255, -0.731, 1.228], [1.071, -1.108, 1.126], [1.409, -0.862, -0.680], [1.760, 2.531, 0.176]], "forces_ev_per_a": [[0.199, -0.195, 0.022], [3.217, -2.957, -0.846], [-4.201, -0.259, 0.776], [-2.303, 2.756, -1.448], [2.774, 0.873, 0.933], [0.563, -0.104, 0.517], [0.191, -0.306, 0.019], [-0.467, 0.635, 0.025], [-0.117, 0.014, 0.042], [0.498, -0.226, -0.237], [-0.184, -0.142, 0.131], [-0.170, -0.090, 0.066]]}

Number 1 is which compound? C3H10N2S